# 1
The following is a quantum chemistry calculation of a structure of composition C33H74B2ClI2N5O6P, from the OMol25 dataset.

Last column: Mulliken charge in e.
Element x y z (Å)
I  11.66  -0.32  2.38  0.1440
I  9.22  1.67  0.66  0.2814
Cl  4.77  -2.76  1.60  -0.2613
P  6.02  -2.24  3.16  -0.0132
O  5.00  2.18  4.63  -0.4219
O  6.94  1.85  -1.92  -0.5502
O  7.24  2.25  3.77  -0.5749
O  0.97  -2.22  3.73  -0.0963
O  -8.44  -0.30  -1.98  -0.3416
O  5.06  -1.81  4.37  -0.4497
N  1.35  -4.30  1.71  -0.6658
N  5.86  1.51  1.35  -0.4773
N  -5.76  -0.76  -1.01  -0.6650
N  4.73  2.71  -1.35  -0.4657
N  7.41  -0.72  1.36  0.4134
C  1.92  1.16  1.45  -0.4690
C  -0.27  -5.14  3.32  -1.4901
C  3.16  1.57  2.26  -1.5081
C  -3.75  3.29  -2.79  -1.0028
C  9.43  -2.31  2.67  -1.2067
C  -5.26  2.55  -4.72  -0.8093
C  8.81  -0.18  1.50  -0.8747
C  -7.00  -2.83  -0.68  -1.4774
C  -0.22  2.87  -1.34  -0.8502
C  -6.92  -1.35  -0.33  0.3229
C  5.58  0.74  2.55  2.0659
C  6.56  -0.51  2.64  -1.4183
C  -5.62  1.43  -5.70  -0.8250
C  0.46  1.77  -0.54  -0.6559
C  -9.02  -0.14  -6.87  -0.4432
C  -8.94  -1.67  -6.86  -1.2939
C  -2.24  3.52  -2.76  -0.9195
C  -9.10  -1.31  -2.72  -0.4790
C  1.52  -3.47  4.07  -0.3148
C  1.15  -4.62  3.13  0.3248
C  -4.17  2.15  -3.73  -0.1494
C  -7.61  0.47  -6.93  -0.8424
C  -7.07  0.93  -5.59  -0.1065
C  -8.21  -0.58  -0.61  -0.7417
C  -1.48  2.40  -2.05  -0.4525
C  -0.36  -2.01  4.17  -0.8837
C  1.35  2.28  0.59  -0.7514
C  6.71  -0.40  0.04  -2.0096
C  4.94  1.60  5.95  -0.0413
C  9.70  -0.94  2.12  0.5978
C  3.57  1.85  6.53  -1.1919
C  5.73  0.77  0.11  0.6631
C  4.07  0.38  2.59  -1.8616
B  5.94  1.75  3.75  0.9560
B  5.83  1.81  -1.12  0.4847
H  -6.74  -1.27  0.74  0.4603
H  -0.53  -2.48  5.14  0.3815
H  -7.92  -3.28  -0.30  0.3604
H  0.49  3.28  -2.06  0.2706
H  -8.39  -2.04  -3.11  0.1535
H  -4.24  4.22  -3.11  0.4546
H  2.18  0.31  0.81  0.3015
H  -1.00  -4.46  2.89  0.3005
H  -9.85  -1.82  -2.12  0.3907
H  -6.15  -3.36  -0.24  0.3563
H  -0.51  -0.93  4.27  0.2510
H  2.18  2.85  0.16  0.2747
H  -4.91  3.43  -5.26  0.2895
H  5.06  -2.51  5.04  0.3622
H  6.69  2.08  1.41  0.4017
H  -1.90  3.60  -3.80  0.3583
H  2.33  -4.05  1.55  0.1597
H  -8.14  0.40  -0.12  0.3304
H  -6.96  -2.99  -1.75  0.2775
H  5.12  0.53  5.87  0.0742
H  1.09  1.17  -1.21  0.3112
H  -5.47  1.79  -6.72  0.4198
H  1.84  -5.44  3.37  0.4049
H  -0.48  3.68  -0.65  0.4459
H  -6.14  2.87  -4.16  0.4122
H  -4.54  1.30  -3.14  -0.0467
H  1.25  -3.72  5.11  0.4801
H  7.50  -0.23  -0.69  0.4746
H  7.86  1.85  4.39  0.2847
H  -9.08  -1.10  -0.18  0.4198
H  -0.50  -5.28  4.38  0.3521
H  6.93  1.31  -2.71  0.2949
H  4.71  0.37  0.09  -0.1105
H  8.80  -2.25  3.56  0.2477
H  1.16  0.84  2.16  0.3272
H  0.78  2.97  1.22  0.4081
H  2.60  -3.33  4.04  -0.1819
H  -6.94  -0.29  -7.34  0.3434
H  -9.88  -2.13  -6.58  0.3496
H  3.88  2.37  -0.91  0.1674
H  3.70  2.36  1.73  0.7243
H  -9.58  -0.82  -3.56  0.1001
H  2.82  2.01  3.19  0.5389
H  -3.30  1.80  -4.28  0.3478
H  -1.19  1.63  -2.77  0.2611
H  -7.10  0.09  -4.89  -0.1729
H  0.83  -3.45  1.51  0.3540
H  -7.58  1.31  -7.64  0.4342
H  2.88  1.04  6.27  0.2115
H  -1.09  -2.39  3.45  0.2842
H  -8.18  -1.98  -6.15  0.2907
H  5.72  2.05  6.57  0.4587
H  3.61  1.91  7.62  0.4158
H  -8.66  -2.03  -7.85  0.3871
H  -2.13  1.92  -1.31  0.3423
H  -9.55  0.21  -5.99  0.3115
H  -5.98  -0.69  -2.00  0.2739
H  -2.02  4.48  -2.28  0.5138
H  3.17  2.78  6.14  0.2718
H  -0.30  1.10  -0.12  0.3462
H  7.57  -1.73  1.30  0.4404
H  -0.38  -6.10  2.81  0.3710
H  -5.64  0.20  -0.70  0.2499
H  -7.71  1.72  -5.18  0.3625
H  -9.59  0.17  -7.75  0.3185
H  8.93  -2.96  1.95  0.3562
H  3.83  -0.43  1.92  0.4441
H  10.35  -2.80  2.95  0.5162
H  -4.11  3.10  -1.77  0.4758
H  3.83  0.06  3.60  0.7134
H  4.87  3.65  -1.00  0.3425
H  6.21  -1.32  -0.24  0.4159
H  -4.95  0.59  -5.55  0.4741
H  7.30  -0.30  3.41  0.6098

- lowest unoccupied orbital energy (eV) = -2.780
- spin multiplicity = 1
- frontier orbital gap (eV) = 7.50
- charge = +1
- HOMO level (eV) = -10.28
- DFT total energy (eV) = -94518.8457
- molecular weight (g mol⁻¹) = 978.8

# 2
The following is a quantum chemistry calculation of a cluster of 5 separate species, C33H74N4O5 in total at a distorted geometry, from the OMol25 dataset.

Last column: Mulliken charge in e.
Element x y z (Å)
O  4.64  2.15  9.94  -0.4702
O  -1.59  -3.23  0.50  -0.5325
O  -5.01  6.68  -8.03  -0.4891
O  -4.03  4.51  3.12  -0.3456
O  4.05  -9.95  -3.10  -0.4917
N  4.33  1.98  8.62  0.3534
N  2.80  -9.78  -3.84  0.1936
N  -4.43  4.38  6.38  -0.6651
N  -4.19  6.72  -6.92  0.1868
C  -4.64  1.99  5.78  -1.3578
C  -4.39  5.56  -5.98  1.4787
C  0.40  -10.17  -4.00  -1.1224
C  -4.26  4.23  -6.70  -1.8253
C  5.69  3.97  8.18  -1.8685
C  4.44  -0.53  8.90  -1.8330
C  -5.77  5.56  -5.32  -1.8002
C  -2.01  7.20  -6.07  -1.4434
C  3.09  0.47  6.98  -0.9700
C  -2.25  6.18  -8.36  -1.9101
C  1.36  -8.54  -5.61  -1.0693
C  2.34  0.72  9.31  -1.8901
C  1.65  -10.23  -3.04  1.5993
C  0.13  -8.86  -4.67  -0.6912
C  2.75  -8.56  -4.71  1.2752
C  -1.89  5.86  -5.22  -0.7234
C  2.81  -7.15  -3.99  -1.5944
C  -4.03  3.36  5.38  0.4768
C  3.65  0.72  8.44  1.2264
C  6.63  1.73  7.59  -1.7772
C  -1.65  -1.56  -1.29  -0.9008
C  3.93  -8.70  -5.74  -1.6772
C  4.64  2.38  6.18  -0.9837
C  -3.36  5.49  -4.81  -1.2251
C  3.98  0.99  5.88  -0.8121
C  -0.96  -2.03  0.00  -0.1873
C  5.27  2.50  7.63  1.4174
C  -4.52  3.48  3.91  -0.8293
C  -2.85  7.15  -7.33  1.8808
C  1.87  -11.68  -2.75  -1.7379
C  1.34  -9.44  -1.71  -1.7393
C  -4.76  5.70  3.23  -0.7530
C  -2.79  8.62  -7.85  -1.9904
H  -5.43  4.54  6.37  0.2165
H  -2.48  8.05  -5.57  0.4507
H  2.13  0.98  6.90  0.4307
H  3.81  -6.78  -3.75  0.3902
H  4.68  0.19  5.65  0.3445
H  1.90  1.67  9.01  0.5221
H  1.70  -0.15  9.15  0.3642
H  5.00  -0.33  9.82  0.3975
H  -2.44  -3.05  0.91  0.2922
H  -4.17  2.64  3.33  0.2872
H  1.20  -12.11  -2.01  0.3907
H  4.33  3.04  10.09  0.3509
H  -1.65  5.35  -7.99  0.3214
H  -1.40  5.08  -5.79  0.3141
H  -4.18  4.11  7.32  0.2471
H  -0.77  -8.85  -5.28  0.4039
H  -6.56  5.08  -5.89  0.3788
H  -4.95  4.27  -7.54  0.4713
H  2.93  -11.90  -2.65  0.3187
H  -5.81  5.64  2.94  0.2815
H  5.18  -0.90  8.19  0.3514
H  0.02  -8.05  -3.95  0.2846
H  -0.99  7.39  -6.39  0.4527
H  -2.94  3.36  5.46  0.2792
H  3.81  3.05  5.98  0.3507
H  6.71  1.40  8.62  0.4076
H  6.20  4.66  7.50  0.3911
H  2.29  -7.29  -3.04  0.3566
H  7.43  2.37  7.23  0.4613
H  -3.02  8.69  -8.91  0.4739
H  0.45  -10.97  -4.74  0.3896
H  -5.63  1.70  5.43  0.3517
H  4.50  -10.61  -3.61  0.3407
H  3.76  -1.35  9.14  0.4595
H  4.22  -7.75  -6.20  0.3862
H  -0.95  -1.04  -1.94  0.2857
H  0.74  -8.57  -1.97  0.3502
H  -6.13  6.52  -4.92  0.4355
H  -3.25  3.97  -7.03  0.2972
H  -5.27  7.60  -8.08  0.3742
H  0.73  -9.95  -0.96  0.4332
H  -0.48  -10.22  -3.36  0.3788
H  -3.92  1.23  5.47  0.3390
H  0.10  -2.17  -0.23  0.2755
H  -3.42  9.33  -7.31  0.4359
H  3.67  -9.33  -6.59  0.3424
H  -3.31  4.55  -4.25  0.4237
H  1.55  -12.36  -3.55  0.3807
H  6.43  3.85  8.97  0.4574
H  1.30  -9.28  -6.40  0.3558
H  4.82  -9.13  -5.28  0.3931
H  3.37  1.01  4.97  0.4011
H  -4.62  3.51  -5.97  0.4660
H  4.93  4.60  8.65  0.4198
H  -4.66  6.11  4.24  0.3152
H  5.48  2.58  5.51  0.3882
H  1.29  -7.50  -5.90  0.4310
H  2.93  -0.60  6.83  0.3826
H  -5.61  3.42  3.99  0.4656
H  -4.34  6.48  2.60  0.2835
H  6.65  0.87  6.91  0.3169
H  -3.04  5.91  -9.05  0.3608
H  2.65  0.69  10.35  0.4102
H  -5.88  4.89  -4.47  0.4014
H  2.39  -6.33  -4.58  0.3473
H  2.21  -9.26  -1.08  0.3814
H  -3.66  6.24  -4.08  0.4653
H  -2.37  -0.82  -0.93  0.2604
H  -4.75  1.94  6.87  0.4073
H  -1.31  5.99  -4.30  0.3957
H  -1.48  6.73  -8.91  0.4978
H  -1.02  -1.22  0.73  0.2152
H  -1.78  9.00  -7.74  0.4443
H  -2.18  -2.29  -1.90  0.2915

- lowest unoccupied orbital energy (eV) = 0.460
- ΔE to the lowest compared entry with this formula, charge and spin (kJ/mol) = 242.32
- spin multiplicity = 1
- frontier orbital gap (eV) = 8.45
- HOMO level (eV) = -7.99
- DFT total energy (eV) = -51610.7169
- molecular weight (g mol⁻¹) = 607.0
- structure (SMILES) = CC1(C)CCCC(C)(C)N1O.CC1(C)CCCC(C)(C)N1O.CC1(C)CCCC(C)(C)N1O.COC[C@H](C)N.CCO

Question: The lowest lowest unoccupied orbital energy belongs to which entry?
Answer: C33H74B2ClI2N5O6P

Question: The highest molecular weight belongs to which entry?
Answer: C33H74B2ClI2N5O6P

Question: Among the records above, which one has the highest frontier orbital gap?
Answer: C33H74N4O5

Question: Which of these has the highest lowest unoccupied orbital energy?
Answer: C33H74N4O5